Record 1
The following is a DFT calculation (ωB97M-V with the def2-TZVPD basis set) of C23H23N3O6S as an isolated structure.

As for the molar mass: 469.52 g mol⁻¹. The value obtained for the LUMO energy is -0.029 Eh. Its energy relative to the best compared isomer or geometry (same formula, charge and spin) is 17.843 eV. Its maximum force is 16.4 eV/Å. The calculation puts the HOMO energy at -7.97 eV. As for the spin multiplicity: 1. For the total energy, the calculation gives -1903.53317 Ha.

Each line ends with the Löwdin charge.
Geometry (Å):
1 C 2.02 -4.06 1.18  -0.098
2 C 1.92 -2.89 0.17  -0.102
3 H 2.02 -3.29 -0.92  0.146
4 H 2.81 -2.14 0.38  0.128
5 O 0.73 -1.86 0.25  0.093
6 C -0.26 -2.28 -0.19  -0.805
7 O -0.30 -3.24 -0.77  0.207
8 C -1.35 -1.44 -0.12  -0.138
9 C -1.24 -0.24 0.61  -0.485
10 N -0.22 0.29 1.28  0.122
11 C -0.03 1.35 1.93  -0.515
12 O -1.10 2.12 1.98  -0.068
13 C 1.00 2.05 2.42  -0.087
14 N 2.03 2.34 1.44  0.038
15 N 1.92 3.77 1.11  0.207
16 C 2.69 4.35 0.44  -0.236
17 C 3.39 3.64 -0.48  -0.018
18 C 4.31 4.17 -1.48  0.121
19 C 5.08 3.17 -2.44  0.034
20 C 5.20 1.90 -2.05  -0.196
21 C 4.38 1.41 -1.26  -0.080
22 C 3.72 2.15 -0.23  0.030
23 C 2.83 1.45 0.70  -0.403
24 O 2.79 0.32 1.07  0.081
25 H 4.45 0.21 -1.27  0.181
26 H 5.71 1.24 -2.80  0.139
27 H 5.58 3.88 -3.10  0.102
28 H 4.35 5.05 -1.79  0.000
29 C 2.52 5.86 0.37  -0.650
30 O 3.06 6.52 -0.38  0.211
31 O 1.60 6.17 1.02  0.304
32 H 1.13 5.57 1.47  0.074
33 H 1.67 1.02 2.97  0.225
34 H 0.91 2.83 3.22  0.160
35 H 0.70 -0.15 1.17  0.145
36 S -2.69 0.36 0.81  1.214
37 C -3.61 -0.73 -0.26  -0.306
38 C -2.65 -1.76 -0.21  -0.192
39 C -3.09 -2.93 -1.23  -0.207
40 C -4.36 -2.74 -1.74  -0.208
41 C -5.59 -2.13 -0.61  -0.317
42 C -5.45 -2.97 0.69  0.002
43 H -4.66 -2.89 1.07  -0.035
44 H -5.94 -3.87 0.25  0.113
45 H -6.32 -2.55 1.03  0.051
46 C -5.18 -0.75 -0.41  -0.211
47 H -5.32 0.00 -1.19  0.107
48 H -5.77 -0.30 0.51  0.151
49 H -6.47 -2.09 -1.36  0.158
50 H -4.35 -2.01 -2.63  0.128
51 H -4.92 -3.72 -2.20  0.151
52 H -3.10 -3.82 -0.65  0.107
53 H -2.54 -3.25 -2.16  0.145
54 H 1.12 -4.66 0.97  0.065
55 H 1.85 -3.74 2.26  0.088
56 H 3.03 -4.70 1.15  0.126

Record 2
The following is a DFT calculation (ωB97M-V with the def2-TZVPD basis set) of an isolated ion of composition C5H8NO3S2 and charge -1.

As for the molar mass: 194.26 g mol⁻¹. The value obtained for the LUMO energy is 0.120 Eh. Its energy relative to the best compared isomer or geometry (same formula, charge and spin) is 1.882 eV. Its maximum force is 4.1 eV/Å. The calculation puts the HOMO energy at -4.31 eV. The SMILES is C[C@@]1(C(N)=O)C=[S@@](=O)([O-])SC1. As for the spin multiplicity: 1. Its charge is -1. For the total energy, the calculation gives -1272.18252 Ha.

Each line ends with the Löwdin charge.
Geometry (Å):
1 C -0.54 -1.54 0.02  -0.081
2 C 0.11 -0.18 0.17  -0.500
3 C -0.94 0.77 0.71  -0.490
4 N -0.40 2.03 0.94  0.133
5 O -2.16 0.58 0.88  0.005
6 C 1.23 -0.24 1.34  -0.259
7 S 2.73 -0.17 0.53  0.378
8 O 3.83 0.29 1.34  -0.403
9 O 3.03 -1.39 -0.17  -0.399
10 S 2.24 1.27 -1.15  0.589
11 C 0.63 0.39 -1.25  -0.463
12 H -0.44 -2.10 0.97  0.078
13 H -0.02 -2.26 -0.73  0.105
14 H -1.62 -1.41 -0.21  0.071
15 H 0.59 2.07 0.98  0.040
16 H -0.90 2.83 1.38  0.129
17 H 1.27 0.75 1.76  0.002
18 H 0.80 -0.42 -1.97  0.062
19 H -0.04 1.10 -1.47  0.004

Record 3
The following is a DFT calculation (ωB97M-V with the def2-TZVPD basis set) of a 2-piece molecular cluster, C2H3BrClNO2 overall.

As for the molar mass: 188.41 g mol⁻¹. The value obtained for the LUMO energy is 0.015 Eh. Its energy relative to the best compared isomer or geometry (same formula, charge and spin) is 0.000 eV. Its maximum force is 4.8 eV/Å. The calculation puts the HOMO energy at -10.62 eV. The SMILES is O/N=C\Cl.O=CBr. As for the spin multiplicity: 1. For the total energy, the calculation gives -3317.35228 Ha.

Each line ends with the Löwdin charge.
Geometry (Å):
1 O 0.08 -0.57 0.28  -0.180
2 N 1.13 -0.76 -0.65  -0.037
3 C 1.71 0.26 -0.98  -0.565
4 Cl 1.54 1.97 -0.46  0.591
5 H -0.66 -1.27 0.10  0.101
6 H 2.43 0.03 -1.64  0.036
7 O -2.41 2.44 0.61  0.017
8 C -2.09 1.31 0.62  -0.679
9 Br -3.12 -0.05 -0.36  0.612
10 H -1.32 0.74 1.33  0.105

Record 4
The following is a DFT calculation (ωB97M-V with the def2-TZVPD basis set) of a 2-piece molecular cluster, C2H5O overall.

As for the molar mass: 45.06 g mol⁻¹. The value obtained for the LUMO energy is 0.154 Eh. Its energy relative to the best compared isomer or geometry (same formula, charge and spin) is 1.830 eV. Its maximum force is 3.0 eV/Å. The calculation puts the HOMO energy at -2.18 eV. As for the spin multiplicity: 1. Its charge is -1. For the total energy, the calculation gives -154.34587 Ha.

Each line ends with the Löwdin charge.
Geometry (Å):
1 O 1.32 0.18 2.05  -0.720
2 H 0.46 0.67 1.80  -0.178
3 C -1.34 -0.30 -1.25  -0.098
4 C -0.06 -0.02 -1.03  -0.067
5 H -1.85 0.15 -2.04  0.006
6 H -1.98 -0.74 -0.60  -0.002
7 H 0.71 0.15 -1.78  0.038
8 H 0.50 0.19 -0.07  0.021

Record 5
The following is a DFT calculation (ωB97M-V with the def2-TZVPD basis set) of a 2-piece molecular cluster, C5H8O2 overall.

As for the molar mass: 100.12 g mol⁻¹. The value obtained for the LUMO energy is 0.030 Eh. Its energy relative to the best compared isomer or geometry (same formula, charge and spin) is 5.335 eV. Its maximum force is 2.3 eV/Å. The calculation puts the HOMO energy at -7.75 eV. As for the spin multiplicity: 1. For the total energy, the calculation gives -345.60890 Ha.

Each line ends with the Löwdin charge.
Geometry (Å):
1 C -0.61 -1.62 0.68  -0.030
2 C -0.25 -0.53 -0.30  -0.497
3 O -0.91 -0.80 -1.51  0.005
4 C -0.77 1.34 0.57  -0.097
5 O -0.21 2.35 -0.11  -0.043
6 C 1.10 -0.14 -0.43  -0.122
7 C 2.17 0.44 -0.51  0.123
8 H -1.69 -1.71 0.79  0.092
9 H -0.16 -1.42 1.65  0.088
10 H -0.23 -2.58 0.30  0.093
11 H -0.69 -0.12 -2.17  0.114
12 H -0.33 1.14 1.55  0.103
13 H -1.38 0.60 0.07  0.058
14 H 0.76 2.32 0.04  0.085
15 H 3.18 0.74 -0.62  0.028

Record 6
The following is a DFT calculation (ωB97M-V with the def2-TZVPD basis set) of C30H18F5I2N4NaSeTe as an isolated structure.

As for the molar mass: 1012.85 g mol⁻¹. The value obtained for the LUMO energy is 0.103 Eh. Its energy relative to the best compared isomer or geometry (same formula, charge and spin) is 0.000 eV. Its maximum force is 1.1 eV/Å. The calculation puts the HOMO energy at -1.28 eV. As for the spin multiplicity: 1. Its charge is -2. For the total energy, the calculation gives -5299.56418 Ha.

Each line ends with the Löwdin charge.
Geometry (Å):
1 Na -1.38 0.43 -0.87  0.050
2 C -4.57 -1.37 2.70  -0.092
3 C -3.68 -2.41 2.47  -0.095
4 C -2.36 -2.15 2.15  -0.034
5 C -1.93 -0.83 2.06  -0.271
6 C -2.81 0.22 2.29  -0.033
7 C -4.13 -0.06 2.61  -0.076
8 N -0.58 -0.50 1.76  -0.139
9 N 0.05 -1.34 1.09  0.060
10 C 1.37 -0.95 0.88  -0.315
11 C 2.15 -1.86 0.14  -0.059
12 C 3.44 -1.56 -0.20  -0.098
13 C 3.97 -0.31 0.18  -0.085
14 C 3.23 0.57 0.92  -0.109
15 C 1.91 0.27 1.32  -0.433
16 H -5.61 -1.58 2.93  0.096
17 H -4.03 -3.44 2.52  0.101
18 H -1.66 -2.95 1.95  0.106
19 H -2.46 1.24 2.18  0.086
20 H -4.82 0.76 2.76  0.103
21 H 1.69 -2.80 -0.15  0.090
22 H 4.03 -2.25 -0.79  0.097
23 H 4.98 -0.04 -0.10  0.100
24 H 3.67 1.52 1.21  0.091
25 I -0.57 3.31 -0.22  -0.097
26 I 0.33 7.70 -2.05  -0.971
27 F -3.66 -3.27 -0.47  -0.022
28 C -4.18 -2.17 -1.12  -0.287
29 C -3.44 -1.03 -1.28  -0.001
30 C -4.09 -0.06 -2.01  -0.254
31 F -3.43 1.12 -2.26  0.020
32 C -5.37 -0.16 -2.53  -0.160
33 F -5.95 0.83 -3.23  0.090
34 C -6.07 -1.33 -2.30  -0.155
35 F -7.32 -1.47 -2.78  0.084
36 C -5.47 -2.35 -1.60  -0.163
37 F -6.16 -3.50 -1.40  0.071
38 Se -0.74 -2.94 -1.89  1.181
39 N -0.15 -1.30 -2.21  -0.207
40 C 1.00 -1.41 -2.85  -0.386
41 C 1.82 -0.30 -3.24  -0.002
42 C 2.99 -0.55 -3.87  -0.077
43 C 3.42 -1.89 -4.14  -0.092
44 C 2.69 -2.97 -3.79  -0.041
45 C 1.44 -2.76 -3.12  -0.417
46 N 0.64 -3.72 -2.70  -0.236
47 H 1.49 0.71 -3.01  0.124
48 H 3.63 0.28 -4.16  0.104
49 H 4.37 -2.03 -4.65  0.095
50 H 3.02 -3.98 -3.99  0.105
51 Te 0.76 1.57 2.42  1.335
52 C 2.34 3.00 2.68  -0.532
53 C 2.55 4.03 1.78  -0.146
54 C 3.55 4.97 2.01  -0.077
55 C 4.35 4.87 3.14  -0.109
56 C 4.14 3.84 4.05  -0.116
57 C 3.14 2.91 3.82  -0.168
58 H 1.93 4.13 0.89  0.003
59 H 3.69 5.77 1.30  0.109
60 H 5.13 5.61 3.32  0.091
61 H 4.76 3.77 4.93  0.089
62 H 2.98 2.11 4.53  0.078